(1)
Here is 9 unconnected molecules or ions with the total composition C53H42NO17S from the OMol25 dataset. Energies are from wB97M-V/def2-TZVPD.

Geometry as XYZ:
```
114
C53H42NO17S | the OMol25 dataset | wB97M-V/def2-TZVPD
C 3.390 -0.628 1.559
N 4.698 -0.509 0.934
C 4.758 0.642 0.064
C 5.781 -0.580 1.863
O 5.692 -0.023 2.931
C 7.008 -1.386 1.457
C 6.960 -2.299 0.250
S 6.058 -3.793 0.642
H 3.415 -1.350 2.375
H 2.690 -0.966 0.791
H 3.027 0.343 1.937
H 4.114 0.454 -0.803
H 5.772 0.797 -0.314
H 4.405 1.563 0.561
H 7.259 -1.973 2.350
H 7.828 -0.652 1.362
H 6.395 -1.832 -0.565
H 4.813 -3.410 1.073
C -1.671 1.092 0.579
C -0.490 1.025 -0.030
C 0.057 -0.275 -0.505
O 1.123 -0.318 -1.077
C -0.751 -1.495 -0.260
C -1.931 -1.420 0.349
C -2.486 -0.127 0.808
O -3.579 -0.058 1.336
H -2.095 2.025 0.929
H 0.128 1.896 -0.215
H -0.337 -2.431 -0.612
H -2.542 -2.294 0.519
C -4.339 1.605 -2.561
C -4.324 2.800 -3.145
C -3.471 3.064 -4.330
O -3.460 4.154 -4.866
C -2.632 1.952 -4.838
C -2.646 0.756 -4.256
C -3.504 0.488 -3.074
O -3.515 -0.597 -2.537
H -4.946 1.385 -1.691
H -4.922 3.630 -2.791
H -2.014 2.175 -5.699
H -2.039 -0.071 -4.602
C -3.815 7.383 -5.904
C -5.013 6.917 -5.564
C -6.244 7.711 -5.799
O -7.338 7.290 -5.489
C -6.089 9.048 -6.428
C -4.891 9.515 -6.768
C -3.658 8.718 -6.533
O -2.569 9.148 -6.848
H -2.909 6.814 -5.743
H -5.140 5.943 -5.109
H -7.002 9.608 -6.589
H -4.751 10.485 -7.227
C 3.368 -6.778 5.375
C 2.967 -5.614 4.874
C 3.868 -4.784 4.027
O 3.484 -3.716 3.600
C 5.231 -5.307 3.758
C 5.624 -6.472 4.270
C 4.734 -7.297 5.110
O 5.091 -8.362 5.579
H 2.734 -7.398 5.996
H 1.979 -5.210 5.055
H 5.878 -4.697 3.131
H 6.617 -6.867 4.099
C 2.511 5.560 -1.888
C 3.594 6.018 -2.507
C 4.609 5.092 -3.073
O 5.591 5.517 -3.643
C 4.370 3.636 -2.917
C 3.285 3.177 -2.299
C 2.267 4.102 -1.739
O 1.269 3.689 -1.187
H 1.756 6.214 -1.469
H 3.793 7.075 -2.630
H 5.126 2.980 -3.330
H 3.092 2.119 -2.168
C -6.067 -3.684 -0.832
C -4.817 -3.712 -0.382
C -3.748 -4.421 -1.129
O -2.598 -4.423 -0.744
C -4.135 -5.111 -2.387
C -5.389 -5.088 -2.831
C -6.454 -4.366 -2.089
O -7.597 -4.337 -2.496
H -6.853 -3.166 -0.301
H -4.529 -3.217 0.536
H -3.338 -5.622 -2.913
H -5.694 -5.581 -3.745
C 9.531 -2.078 6.643
C 8.649 -3.070 6.700
C 7.331 -2.965 6.021
O 6.531 -3.876 6.086
C 7.045 -1.728 5.258
C 7.933 -0.739 5.195
C 9.237 -0.829 5.891
O 10.047 0.075 5.856
H 10.497 -2.125 7.131
H 8.838 -3.991 7.237
H 6.099 -1.684 4.733
H 7.747 0.157 4.618
C -7.979 -0.462 2.496
C -8.865 0.510 2.299
C -10.071 0.296 1.460
O -10.879 1.181 1.280
C -10.249 -1.045 0.844
C -9.364 -2.018 1.041
C -8.162 -1.803 1.886
O -7.352 -2.687 2.064
H -7.087 -0.330 3.096
H -8.754 1.497 2.730
H -11.132 -1.174 0.231
H -9.470 -3.001 0.599
```

## Properties
- Net charge: -1
- Gap between HOMO and LUMO: 1.8207 eV
- E_LUMO: -0.025 Ha
- HOMO level: -2.51 eV

=====

(2)
Here is a molecular structure, C19H20CaCl4GeN3OS from the OMol25 dataset. Energies are from wB97M-V/def2-TZVPD.

Geometry as XYZ:
```
50
C19H20CaCl4GeN3OS | the OMol25 dataset | wB97M-V/def2-TZVPD
Ca 0.179 0.821 0.350
C 3.439 0.904 -0.985
C 2.730 0.175 0.153
O 3.169 -0.625 0.873
H 4.265 0.290 -1.332
H 3.813 1.840 -0.565
H 2.746 1.145 -1.788
Cl -0.573 4.816 -2.464
Ge -1.814 3.150 -1.657
Cl -0.944 3.280 0.550
Cl -0.224 1.415 -2.206
C 1.279 -2.987 3.677
N 1.185 -2.544 2.299
C 0.201 -2.848 1.474
N -0.749 -3.676 1.942
S 0.089 -2.211 -0.116
H 2.179 -2.563 4.111
H 1.354 -4.076 3.739
H 0.427 -2.634 4.259
H 1.825 -1.841 1.972
H -0.636 -4.176 2.807
H -1.434 -4.003 1.285
Cl -4.937 -2.351 -1.490
C -4.411 -0.980 -0.564
C -5.325 -0.164 0.070
C -4.839 0.904 0.804
C -3.472 1.111 0.866
N -2.590 0.323 0.242
C -3.058 -0.712 -0.465
H -6.385 -0.365 -0.010
H -5.513 1.573 1.322
H -3.057 1.928 1.443
H -2.337 -1.347 -0.960
C 2.847 2.451 5.517
C 3.048 2.571 4.120
C 2.183 1.965 3.255
C 1.060 1.204 3.692
C 0.176 0.581 2.729
C -0.897 -0.087 3.304
C -1.129 -0.177 4.707
C -0.258 0.397 5.588
C 0.868 1.111 5.100
C 1.781 1.741 5.991
H 3.533 2.933 6.205
H 3.885 3.150 3.744
H 2.342 2.077 2.185
H -1.632 -0.577 2.662
H -2.002 -0.707 5.084
H -0.422 0.336 6.662
H 1.613 1.653 7.061
```

## Properties
- ΔE to the lowest compared entry with this formula, charge and spin: 70.0 kJ/mol
- Gap between HOMO and LUMO (alpha / beta): 7.7977 / 6.1473 eV
- E_LUMO (alpha / beta): 0.010 / -0.051 Ha
- Multiplicity: 2
- HOMO level (alpha / beta): -7.53 / -7.53 eV

=====

One value per record, in order, for total energy: -3776.551097, -5969.184294 a.u..